Entry 1:
{
  "formula": "C4H9N",
  "method": "ωB97M-V/def2-TZVPD",
  "fmax_ev_per_a": 5.476,
  "gap_ev": 5.5,
  "de_lowest_kcal_mol": 187.94,
  "species": ["N", "C", "C", "C", "C", "H", "H", "H", "H", "H", "H", "H", "H", "H"],
  "xyz": [[1.101, 1.388, -0.733], [0.175, 0.342, -0.766], [-0.385, -1.608, 0.799], [0.744, -1.156, 0.216], [-0.961, 1.144, -0.135], [1.798, -0.103, 0.754], [-1.157, -2.208, 0.348], [1.456, -1.631, -0.421], [-0.693, 1.432, 0.890], [-1.832, 0.481, 0.058], [1.926, 1.154, -0.134], [-1.289, 1.940, -0.804], [-0.118, -0.230, -1.653], [-0.766, -0.944, 1.583]],
  "forces_ev_per_a": [[1.16, -2.41, 1.18], [-0.17, 4.89, -0.59], [-0.30, 2.29, 0.61], [4.43, 2.49, 2.03], [-2.69, -2.51, 0.66], [-3.33, -3.80, -0.36], [0.27, -0.59, -0.32], [-0.37, -0.60, -0.85], [0.24, 0.47, -0.67], [-0.31, 0.44, -0.45], [-0.03, 0.45, -2.03], [0.38, 0.04, 0.32], [0.63, -0.45, 0.29], [0.11, -0.70, 0.16]],
  "nbo_charge": [-0.791, 0.103, -0.285, -0.397, -0.634, 0.203, 0.215, 0.230, 0.215, 0.160, 0.319, 0.247, 0.205, 0.212]
}

Entry 2:
{
  "formula": "C13H22BCaCsF5N5O2",
  "method": "ωB97M-V/def2-TZVPD",
  "fmax_ev_per_a": 9.600,
  "gap_ev": 1.7,
  "total_charge": 2,
  "de_lowest_kcal_mol": 0.00,
  "species": ["Cs", "Ca", "F", "F", "F", "F", "F", "O", "O", "N", "N", "N", "N", "N", "C", "C", "C", "C", "C", "C", "C", "C", "C", "C", "C", "C", "C", "B", "H", "H", "H", "H", "H", "H", "H", "H", "H", "H", "H", "H", "H", "H", "H", "H", "H", "H", "H", "H", "H", "H"],
  "xyz": [[1.622, 0.167, 1.893], [-2.482, 1.008, 2.917], [-2.195, -2.716, -9.080], [5.090, 5.677, 6.961], [-2.526, -3.594, -6.991], [-0.393, -3.077, -7.687], [-1.892, -1.393, -7.226], [-0.092, 2.588, -2.205], [-3.585, -3.375, -1.076], [-0.384, 0.125, 0.965], [1.222, 0.134, -0.999], [3.299, 3.985, 4.154], [-1.632, -1.459, -0.050], [-0.644, -1.195, -0.852], [-0.382, -1.764, -2.159], [3.028, 4.718, 4.993], [-0.595, -1.005, -3.288], [3.055, 5.145, 7.436], [0.136, -0.271, -0.305], [-0.331, -1.566, -4.511], [-3.789, -4.804, -1.250], [2.297, 3.894, 7.814], [-1.496, -0.700, 0.987], [0.352, -3.619, -3.442], [0.079, -3.064, -2.209], [2.708, 5.669, 6.057], [0.152, -2.862, -4.585], [-1.762, -2.704, -7.777], [-3.063, -3.105, -1.846], [-4.306, -4.987, -2.188], [0.366, -3.316, -5.542], [-0.887, 2.044, -2.177], [0.729, -4.624, -3.507], [2.551, 3.567, 8.820], [1.994, -0.485, -1.204], [0.216, -3.640, -1.305], [-4.402, -5.145, -0.423], [1.221, 4.122, 7.783], [1.641, 5.916, 6.021], [-0.463, -1.049, -5.450], [-2.210, -0.700, 1.792], [-2.366, -2.161, -0.296], [2.506, 3.066, 7.136], [3.256, 6.590, 5.865], [2.883, 5.940, 8.160], [-2.837, -5.334, -1.242], [-0.949, 0.012, -3.219], [1.245, 1.049, -1.452], [4.319, 4.938, 7.455], [-0.305, 3.359, -1.666]],
  "forces_ev_per_a": [[7.94, 0.63, 4.81], [-0.39, 1.59, 1.13], [0.03, 0.03, -0.17], [-0.68, -1.59, 1.08], [0.12, 0.02, 0.28], [0.12, 0.03, 0.28], [0.16, 0.09, 0.31], [0.17, -0.47, 0.61], [0.99, 0.55, 0.04], [-7.46, -2.65, -5.43], [0.67, 0.96, 0.98], [-0.21, -0.19, 0.02], [-1.38, -1.16, 0.18], [1.79, 0.50, -1.39], [-0.56, -0.82, 0.10], [-0.03, 0.03, -0.15], [-0.24, 0.67, 0.02], [-4.74, 0.77, -0.56], [-1.16, 0.54, -0.66], [0.27, -0.15, -0.73], [-0.02, -0.03, 0.15], [1.56, -0.71, 0.26], [1.25, 1.99, 0.97], [-0.01, 0.21, 0.00], [0.01, -0.35, 0.43], [0.67, 0.04, 0.05], [0.17, -0.70, -0.13], [-0.16, -0.04, 0.02], [-0.45, -0.12, -0.37], [-0.02, 0.04, -0.01], [-0.16, 0.20, -0.34], [-0.19, 0.24, -0.32], [0.03, -0.22, -0.03], [-0.14, 0.01, 0.07], [-0.37, -0.33, -0.36], [0.05, -0.07, 0.18], [-0.03, 0.06, 0.03], [0.03, 0.26, -0.06], [-0.05, -0.09, 0.09], [-0.32, 0.23, -0.06], [-0.04, -1.24, -0.41], [-0.39, -0.59, 0.01], [-0.15, 0.03, -0.09], [-0.05, 0.06, -0.07], [0.79, 0.05, 0.18], [0.01, 0.00, 0.00], [-0.12, 0.16, -0.02], [-0.27, 0.12, 0.14], [2.90, 1.22, -0.84], [0.04, 0.17, -0.22]],
  "lowdin_charge": [1.260, 1.134, 0.139, -0.101, 0.069, 0.062, 0.048, -0.028, -0.160, -0.414, 0.104, 0.159, 0.208, 0.062, -0.229, -0.217, 0.003, -0.143, -0.492, 0.016, -0.074, -0.042, -0.239, -0.017, -0.026, -0.163, 0.022, -1.254, 0.069, 0.100, 0.126, 0.030, 0.126, 0.097, 0.140, 0.121, 0.088, 0.119, 0.146, 0.128, -0.035, 0.176, 0.087, 0.134, 0.146, 0.084, 0.115, 0.113, 0.139, 0.063]
}

Entry 3:
{
  "formula": "C34H31GeIrN6O10",
  "method": "ωB97M-V/def2-TZVPD",
  "fmax_ev_per_a": 0.426,
  "s2": 0.755,
  "gap_ev": [7.6, 5.2],
  "total_charge": 1,
  "spin_multiplicity": 2,
  "de_lowest_kcal_mol": 0.00,
  "species": ["Ir", "Ge", "O", "O", "O", "O", "O", "O", "O", "O", "O", "O", "N", "N", "N", "N", "N", "N", "C", "C", "C", "C", "C", "C", "C", "C", "C", "C", "C", "C", "C", "C", "C", "C", "C", "C", "C", "C", "C", "C", "C", "C", "C", "C", "C", "C", "C", "C", "C", "C", "C", "C", "H", "H", "H", "H", "H", "H", "H", "H", "H", "H", "H", "H", "H", "H", "H", "H", "H", "H", "H", "H", "H", "H", "H", "H", "H", "H", "H", "H", "H", "H", "H"],
  "xyz": [[-1.428, 0.327, -1.696], [0.648, 0.054, 2.255], [6.678, 1.275, -5.296], [4.289, 1.660, 0.365], [-2.882, 2.731, -4.466], [4.976, 0.655, -6.465], [0.524, 0.318, -4.410], [-1.098, 1.325, -0.004], [0.461, 0.479, -2.159], [6.125, 2.243, -0.599], [-2.015, 1.917, -2.575], [0.290, 2.891, -0.850], [-2.626, 0.478, -4.276], [4.988, 1.838, -0.613], [-3.318, -0.034, -0.958], [-1.877, -0.507, -3.584], [5.509, 0.999, -5.433], [-7.120, -0.573, 0.612], [-5.638, -0.522, -1.275], [-2.514, 1.797, -3.825], [-0.789, -2.144, -1.135], [0.379, -2.467, -1.835], [3.402, -2.732, 3.818], [-0.286, 2.383, 0.078], [0.919, 1.995, 2.201], [-2.943, 0.318, 4.511], [-4.372, -0.334, -1.748], [-5.892, -0.400, 0.106], [-4.792, -0.082, 0.927], [2.507, 0.870, -3.219], [1.059, 0.538, -3.333], [4.331, -1.940, 4.480], [0.538, -0.923, 0.536], [-2.703, -1.979, 3.855], [4.185, -0.561, 4.485], [-3.560, 0.099, 0.372], [4.650, 1.087, -4.230], [3.109, 0.026, 3.832], [-1.036, -0.351, 3.172], [3.305, 0.797, -4.353], [-0.710, -1.364, 0.029], [4.402, 1.498, -1.927], [-3.417, -0.986, 4.512], [-1.762, 0.629, 3.847], [-1.524, -1.660, 3.195], [1.591, -2.029, -1.349], [-0.170, 2.828, 1.515], [5.232, 1.446, -3.030], [3.051, 1.230, -1.991], [2.168, -0.755, 3.164], [1.669, -1.267, -0.169], [2.332, -2.142, 3.164], [-7.903, -0.782, 0.019], [0.335, -3.092, -2.718], [4.910, 0.060, 4.994], [6.286, 1.668, -2.960], [3.017, 1.106, 3.844], [-1.586, -1.272, 0.658], [-4.901, 0.029, 1.997], [-1.402, 1.650, 3.880], [-1.128, 2.691, 2.011], [-0.972, -2.455, 2.702], [-2.653, 0.380, -5.282], [0.979, 2.283, 3.256], [-7.294, -0.469, 1.595], [1.899, 2.216, 1.777], [0.081, 3.888, 1.533], [3.514, -3.809, 3.813], [5.169, -2.398, 4.988], [-0.954, -0.609, -4.048], [2.890, 0.522, -5.311], [-4.327, -1.233, 5.045], [-6.435, -0.749, -1.969], [2.432, 1.317, -1.113], [-2.396, -1.380, -3.575], [-3.054, -3.002, 3.871], [-3.481, 1.093, 5.042], [2.503, -2.297, -1.868], [-4.188, -0.388, -2.812], [-1.740, -2.580, -1.424], [-2.715, 0.371, 0.990], [1.622, -2.776, 2.643], [2.644, -0.962, 0.195]],
  "forces_ev_per_a": [[-0.21, -0.08, 0.02], [0.06, -0.11, 0.13], [0.03, 0.00, 0.01], [-0.09, 0.02, 0.06], [0.00, -0.11, 0.00], [-0.01, -0.01, -0.01], [0.00, -0.05, 0.23], [-0.03, 0.12, 0.12], [0.06, 0.20, -0.21], [0.02, 0.04, -0.01], [0.03, -0.07, 0.03], [0.07, -0.08, 0.08], [-0.15, -0.09, 0.04], [0.04, -0.08, -0.01], [0.12, 0.06, 0.02], [0.34, 0.00, -0.02], [-0.02, 0.02, -0.02], [0.03, -0.02, -0.01], [0.02, -0.01, -0.02], [0.06, 0.16, 0.03], [-0.18, 0.28, 0.00], [0.39, -0.13, 0.04], [0.00, 0.00, 0.00], [-0.29, 0.22, -0.22], [-0.06, 0.02, 0.20], [-0.01, 0.00, 0.01], [-0.08, -0.03, -0.07], [-0.03, 0.01, 0.02], [0.03, 0.00, -0.01], [-0.03, 0.02, 0.04], [-0.18, -0.03, -0.01], [0.00, 0.01, 0.00], [-0.02, -0.08, -0.02], [0.00, -0.01, -0.01], [0.00, 0.00, 0.00], [-0.03, 0.00, 0.03], [-0.03, -0.01, 0.00], [0.00, 0.00, -0.02], [0.01, -0.05, -0.03], [0.03, 0.02, -0.02], [0.16, -0.08, -0.12], [-0.01, 0.03, 0.03], [0.00, 0.01, 0.01], [-0.02, -0.01, 0.00], [-0.01, 0.01, 0.00], [-0.11, -0.19, -0.06], [0.18, 0.00, -0.05], [0.01, -0.01, 0.00], [0.01, 0.01, -0.08], [-0.01, -0.02, 0.00], [-0.04, -0.05, 0.06], [-0.01, 0.02, 0.00], [0.00, 0.00, -0.01], [0.00, 0.00, -0.02], [0.00, 0.00, 0.00], [0.00, 0.00, 0.00], [0.00, 0.00, 0.00], [0.04, 0.02, -0.10], [-0.01, 0.01, 0.01], [0.02, 0.02, 0.00], [-0.05, -0.01, -0.03], [0.00, 0.00, 0.02], [0.09, 0.04, -0.02], [0.02, 0.02, -0.04], [0.00, 0.01, 0.01], [0.04, -0.04, -0.10], [0.06, -0.02, -0.04], [0.00, 0.00, 0.00], [0.00, 0.00, 0.00], [-0.15, 0.01, 0.04], [0.00, 0.00, 0.01], [0.00, 0.00, 0.00], [0.00, 0.00, 0.00], [-0.02, 0.01, 0.01], [-0.01, 0.00, 0.00], [0.00, 0.00, 0.00], [0.00, 0.00, 0.00], [0.02, 0.01, -0.02], [-0.03, 0.02, 0.05], [0.01, -0.03, 0.04], [-0.08, 0.05, -0.02], [0.00, 0.00, 0.00], [0.02, -0.03, 0.02]],
  "lowdin_spin": [0.697, 0.000, 0.000, 0.000, 0.028, 0.000, 0.025, -0.003, 0.084, 0.000, 0.105, 0.003, -0.003, 0.000, 0.010, -0.004, 0.000, 0.018, 0.005, 0.006, -0.003, 0.000, 0.000, 0.000, 0.000, 0.000, 0.006, 0.013, 0.002, 0.001, 0.009, 0.000, 0.000, 0.000, 0.000, 0.006, 0.000, 0.000, 0.000, 0.001, -0.002, 0.000, 0.000, 0.000, 0.000, -0.003, 0.000, 0.001, 0.001, 0.000, -0.001, 0.000, 0.000, 0.000, 0.000, 0.000, 0.000, 0.001, 0.000, 0.000, 0.000, 0.000, 0.000, 0.000, 0.000, 0.000, 0.000, 0.000, 0.000, 0.000, 0.000, 0.000, 0.000, 0.000, 0.000, 0.000, 0.000, 0.000, 0.000, 0.000, 0.000, 0.000, 0.000]
}